DFT (ωB97M-V with the def2-TZVPD basis set) results for C13H17MoN2O3PS4 as an isolated structure.

Geometry as XYZ:
```
41
Properties=species:S:1:pos:R:3:forces:R:3
Mo 0.306 -0.216 -0.531 -0.035 0.042 0.011
S -0.335 -1.740 -3.547 -0.009 0.109 0.199
C -0.391 -1.641 -1.978 -0.228 -0.385 -0.113
S -0.754 -2.339 -0.509 0.032 -0.043 -0.252
S 2.324 0.061 -0.909 0.451 -0.016 -0.010
N -2.292 1.768 3.622 -0.065 0.061 0.093
C -1.632 2.259 2.366 0.260 -0.052 -0.115
P -0.007 1.373 2.312 -0.234 0.223 -0.577
O 0.382 1.177 3.723 0.116 -0.023 0.320
O -0.147 0.139 1.419 0.081 0.135 0.370
C 1.251 2.524 1.584 -0.158 -0.111 0.167
N 2.572 1.990 2.062 0.024 -0.084 -0.103
H -3.029 2.400 3.942 0.015 -0.001 0.016
H -1.560 1.678 4.347 -0.020 -0.038 0.017
H -2.708 0.841 3.500 0.006 0.012 -0.011
H -1.464 3.329 2.478 -0.049 0.011 -0.006
H -2.271 2.086 1.503 -0.001 -0.055 -0.004
H 1.120 3.522 2.000 0.010 -0.014 0.028
H 1.254 2.571 0.498 -0.023 -0.019 -0.010
H 2.482 1.693 3.046 0.028 -0.011 -0.008
H 3.319 2.684 1.985 -0.008 -0.017 0.013
H 2.843 1.171 1.494 -0.010 0.112 0.107
C -6.432 8.197 0.451 0.084 0.161 0.052
C -5.361 7.209 0.105 -0.146 -0.499 0.049
O -4.663 6.637 0.898 0.053 0.189 0.015
S -5.325 6.828 -1.656 0.044 0.074 -0.130
C -4.119 5.533 -1.645 -0.018 0.132 0.043
C -2.807 5.805 -1.262 -0.031 -0.047 -0.010
C -1.886 4.780 -1.195 -0.020 -0.043 0.015
C -2.269 3.471 -1.521 0.008 0.184 -0.021
C -3.572 3.214 -1.954 0.000 -0.008 -0.002
C -4.493 4.245 -2.010 -0.013 -0.040 0.017
C -1.352 2.400 -1.341 -0.023 -0.171 0.209
C -0.624 1.454 -1.069 -0.150 0.204 -0.323
H -6.152 8.706 1.371 -0.047 0.032 -0.003
H -7.363 7.651 0.619 0.031 -0.022 0.000
H -6.600 8.915 -0.349 0.009 0.010 -0.009
H -2.521 6.815 -1.006 0.001 0.011 -0.008
H -0.867 4.986 -0.895 0.009 -0.011 -0.012
H -3.865 2.208 -2.224 0.020 -0.002 -0.004
H -5.511 4.047 -2.315 0.005 0.010 -0.009
```
Forces are in eV/Å.

Values from the calculation:
HOMO energy (alpha / beta)   -13.29 / -13.45 eV
2S+1   3
Kohn-Sham gap (alpha / beta)   6.17 / 5.16 eV
Relative energy (zero: lowest compared OMol25 entry of this formula, charge and spin)   0.000 eV
Net charge   +2
Lowest unoccupied orbital energy (alpha / beta)   -7.13 / -8.29 eV

DFT (ωB97M-V with the def2-TZVPD basis set) results for C13H17N3O4 in the gas phase at a distorted geometry.

Geometry as XYZ:
```
37
Properties=species:S:1:pos:R:3:forces:R:3
O 1.212 0.387 -1.708 -0.034 0.094 -0.254
C 1.508 0.059 -0.580 0.164 -0.329 0.246
N 0.631 -0.101 0.429 -0.251 -0.182 0.300
C -0.767 0.234 0.286 -0.274 -0.198 -0.117
C -1.644 -1.026 0.462 0.145 0.158 -0.053
N -3.061 -0.901 0.260 -0.043 0.147 0.013
C -3.828 -0.141 1.228 -0.154 0.189 -0.137
C -4.039 1.326 0.826 0.055 -0.184 0.276
O -4.606 1.420 -0.462 -0.138 -0.030 -0.011
C -3.773 0.806 -1.423 0.118 -0.269 -0.147
C -3.543 -0.675 -1.090 -0.165 0.216 -0.004
C 2.930 -0.312 -0.234 0.179 0.336 -0.131
C 3.323 -1.643 -0.258 -0.006 0.152 0.044
C 4.654 -1.986 -0.081 0.040 0.019 0.010
C 5.616 -1.004 0.106 -0.106 -0.073 -0.012
C 5.244 0.327 0.129 -0.194 0.282 -0.022
C 3.906 0.662 -0.033 0.309 -1.280 -0.029
N 3.521 2.049 0.048 -0.089 0.517 0.136
O 2.368 2.287 0.341 -0.147 0.216 0.032
O 4.376 2.883 -0.146 0.195 0.274 -0.082
H 0.972 -0.314 1.353 0.154 0.055 -0.137
H -0.880 0.641 -0.720 -0.048 0.040 0.160
H -1.033 0.998 1.022 -0.017 0.015 -0.103
H -1.496 -1.414 1.477 0.094 -0.055 -0.049
H -1.283 -1.784 -0.241 0.108 0.017 0.087
H -3.343 -0.199 2.203 -0.019 -0.020 0.063
H -4.815 -0.615 1.298 -0.009 0.105 0.124
H -4.747 1.807 1.504 0.095 -0.005 0.027
H -3.087 1.879 0.852 -0.070 -0.020 0.022
H -4.292 0.903 -2.377 0.101 -0.012 -0.002
H -2.816 1.346 -1.480 -0.069 -0.028 -0.025
H -2.843 -1.112 -1.802 -0.005 -0.049 -0.055
H -4.505 -1.194 -1.176 0.029 0.043 -0.151
H 2.582 -2.409 -0.429 -0.081 -0.060 -0.033
H 4.944 -3.025 -0.098 0.024 -0.093 -0.009
H 6.652 -1.276 0.235 0.087 -0.007 0.022
H 5.966 1.116 0.277 0.022 0.018 0.002
```
Forces are in eV/Å.

Values from the calculation:
HOMO energy   -8.13 eV
Kohn-Sham gap   7.55 eV
Relative energy (zero: lowest compared OMol25 entry of this formula, charge and spin)   5.178 eV
Lowest unoccupied orbital energy   -0.58 eV

DFT (ωB97M-V with the def2-TZVPD basis set) results for C13H17N3O4 in the gas phase at a distorted geometry.

Geometry as XYZ:
```
37
Properties=species:S:1:pos:R:3:forces:R:3
N -0.478 -5.415 -0.106 0.194 4.649 1.367
C -1.245 -4.779 -1.001 -0.715 0.894 -2.925
O -1.944 -5.339 -1.854 0.686 0.684 1.464
C -0.995 -3.205 -1.106 -3.264 -0.104 1.766
C -0.781 -2.554 0.314 -0.447 0.768 -0.602
N -1.778 -1.398 0.462 -0.974 -1.286 1.856
C 0.670 -2.231 0.480 5.121 -0.660 0.069
O 1.447 -3.258 0.602 -2.649 2.997 -0.273
N 1.291 -0.972 0.452 -0.756 -0.339 0.991
C 0.609 0.368 0.257 -0.150 0.156 0.214
C 1.470 1.540 0.823 2.410 -2.061 -0.226
C 0.995 2.943 0.518 -0.534 -3.211 3.049
C 0.320 3.528 1.573 -0.989 1.955 -0.713
C -0.258 4.775 1.373 0.533 0.880 0.840
C -0.084 5.399 0.124 -1.094 2.307 1.125
C 0.479 4.766 -0.922 0.084 -1.591 0.123
C 0.962 3.465 -0.688 0.857 0.731 -6.363
C 0.487 0.342 -1.256 0.574 0.117 -1.451
O 1.400 0.759 -1.970 -2.273 -1.104 0.954
O -0.605 -0.354 -1.696 0.681 0.852 0.894
H -0.342 -6.340 -0.209 0.477 -3.634 -0.277
H 0.208 -4.809 0.394 -0.275 -1.100 -0.568
H -0.233 -3.049 -1.795 1.811 0.163 -0.846
H -1.847 -2.580 -1.575 0.875 -1.768 0.657
H -0.786 -3.337 1.073 -1.211 0.177 0.183
H -1.675 -0.937 1.405 0.054 -0.706 -1.286
H -2.789 -1.763 0.511 2.118 0.362 -0.427
H 2.350 -0.926 0.514 -2.006 -0.475 -0.132
H -0.416 0.448 0.739 1.460 -0.390 -0.529
H 1.536 1.315 1.922 -0.190 0.619 -0.840
H 2.568 1.375 0.464 -1.848 0.353 0.303
H 0.111 2.977 2.448 0.216 -0.369 1.081
H -0.689 5.343 2.236 0.119 -0.689 -1.007
H -0.410 6.449 -0.082 -0.007 -1.000 0.646
H 0.409 5.230 -1.883 0.404 -0.086 -0.491
H 1.256 2.860 -1.654 -0.149 1.236 2.400
H -1.209 -0.637 -0.889 0.854 0.672 -1.028
```
Forces are in eV/Å.

Values from the calculation:
HOMO energy   -9.55 eV
Kohn-Sham gap   9.63 eV
Relative energy (zero: lowest compared OMol25 entry of this formula, charge and spin)   2.844 eV
Lowest unoccupied orbital energy   0.08 eV

DFT (ωB97M-V with the def2-TZVPD basis set) results for C13H17N3O7S2Tc as an isolated structure at a distorted geometry.

Geometry as XYZ:
```
43
Properties=species:S:1:pos:R:3:forces:R:3
Tc 0.070 0.330 0.482 0.213 -0.166 -1.370
O 0.876 -3.234 2.593 0.140 -0.159 0.174
S 0.551 -1.861 2.539 -0.240 -0.694 0.487
O 1.919 -1.011 2.433 0.609 0.112 0.162
O -0.200 -1.445 1.350 -0.009 -1.495 0.340
C -0.354 -1.370 3.985 0.689 -0.223 -0.279
C -0.289 -2.218 5.082 0.169 -0.101 -0.227
C -1.109 -1.991 6.182 -0.097 0.146 -0.165
C -1.981 -0.911 6.179 0.228 -0.224 -0.079
C -2.009 -0.042 5.094 0.032 0.056 -0.338
C -1.211 -0.279 3.986 -0.390 0.673 -0.117
S -1.197 0.991 2.728 1.067 1.449 1.002
O -1.793 0.602 1.435 -0.560 -0.596 -0.721
O -1.723 2.180 3.290 -0.203 -0.289 0.261
O 0.277 1.095 2.340 -0.384 0.109 0.711
H 0.387 -3.059 5.051 -0.003 -0.127 0.066
H -1.070 -2.669 7.023 0.015 0.012 0.024
H -2.633 -0.736 7.019 -0.035 0.047 0.096
H -2.633 0.839 5.097 -0.103 0.033 0.055
C 1.074 3.413 -2.602 0.392 -0.326 -0.244
N 0.045 3.889 -1.703 -0.078 -0.619 0.484
C -0.452 5.225 -1.932 -0.493 0.710 -0.185
C -0.385 3.119 -0.722 0.324 -0.180 -0.095
C -1.523 3.524 0.148 -0.164 -0.135 0.103
O 0.201 1.992 -0.536 -0.011 1.592 -0.879
H 0.915 3.836 -3.594 -0.021 -0.012 0.086
H 1.037 2.325 -2.664 -0.015 0.176 -0.088
H 2.060 3.716 -2.244 0.014 0.051 -0.060
H 0.331 5.824 -2.397 -0.001 -0.068 0.143
H -0.751 5.700 -1.000 0.086 -0.001 -0.074
H -1.307 5.213 -2.614 0.044 -0.020 0.042
H -2.258 4.123 -0.383 0.032 0.023 -0.002
H -1.169 4.081 1.017 0.076 0.071 -0.039
H -2.003 2.623 0.528 -0.033 0.201 -0.133
N 4.248 0.198 0.424 0.506 -2.739 1.987
C 4.015 -0.866 1.204 0.371 1.536 -0.497
C 2.553 -1.134 1.138 -0.565 -0.576 0.395
N 2.064 -0.117 0.218 -0.422 1.327 0.322
C 3.098 0.616 -0.141 -2.207 0.259 -1.094
H 5.162 0.611 0.261 0.046 -0.003 0.034
H 4.737 -1.378 1.804 0.431 -0.142 0.009
H 2.298 -2.146 0.777 0.507 0.141 -0.289
H 3.041 1.446 -0.819 0.041 0.169 -0.006
```
Forces are in eV/Å.

Values from the calculation:
HOMO energy (alpha / beta)   -14.26 / -13.99 eV
2S+1   2
Kohn-Sham gap (alpha / beta)   5.13 / 5.02 eV
Relative energy (zero: lowest compared OMol25 entry of this formula, charge and spin)   2.820 eV
Net charge   +2
Lowest unoccupied orbital energy (alpha / beta)   -9.14 / -8.96 eV